A structure of composition C13H23BaF9O8 at a distorted geometry, computed with ωB97M-V/def2-TZVPD.

Calculated values
LUMO level ... 1.44 eV
HOMO ... -2.4 eV
Strongest force on any atom ... 5.62 eV Å⁻¹
Orbital gap ... 3.81 eV
Charge ... -2
Energy ... -55376.515 eV

XYZ file:
```
54
C13H23BaF9O8, DFT ωB97M-V/def2-TZVPD
Ba 0.59 1.47 -0.82
O 3.01 0.08 1.99
H 3.85 0.51 1.76
C -3.20 4.21 4.10
O -2.58 4.28 5.40
O -2.33 3.37 3.38
C -4.74 4.02 4.11
F -5.04 3.54 2.90
F -5.19 3.20 5.05
F -5.54 5.09 4.26
C -2.47 5.60 6.04
C -2.00 5.32 7.48
H -1.02 4.85 7.46
H -1.84 6.18 8.13
H -2.83 4.80 7.98
H -3.44 6.10 6.02
H -1.69 6.17 5.53
H -3.24 5.26 3.80
C -0.58 -5.21 -1.73
O -0.06 -6.26 -0.85
O 0.01 -4.00 -1.32
C -0.64 -5.55 -3.30
F -1.91 -6.04 -3.51
F -0.48 -4.52 -4.17
F 0.30 -6.39 -3.73
C -0.90 -7.19 -0.11
C -1.41 -8.37 -1.07
H -2.20 -7.97 -1.71
H -0.66 -8.62 -1.83
H -1.87 -9.22 -0.57
H -1.65 -6.59 0.41
H -0.38 -7.64 0.73
H -1.63 -5.04 -1.48
C 5.17 3.26 -3.29
O 4.75 2.01 -3.85
O 4.42 3.44 -2.04
C 6.66 3.68 -3.46
F 7.48 3.03 -2.64
F 6.98 3.36 -4.71
F 7.03 4.90 -3.34
C 5.32 0.75 -3.38
C 4.65 -0.37 -4.13
H 4.87 -0.32 -5.20
H 4.86 -1.35 -3.70
H 3.58 -0.43 -3.96
H 5.11 0.59 -2.32
H 6.40 0.78 -3.46
H 4.71 3.92 -4.03
C -4.87 -0.64 -1.36
O -3.76 0.21 -0.97
H -4.84 -0.96 -2.40
H -4.85 -1.54 -0.75
H -5.87 -0.22 -1.25
H -4.01 0.45 -0.07
```